[1]
# C47H53CdClI2N4O5P

A structure of composition C47H53CdClI2N4O5P (ωB97M-V/def2-TZVPD, the OMol25 dataset).

Atoms and positions in Å:
Cd1 1.114 0.150 1.037
C1 2.227 2.983 -2.718
O1 3.256 3.464 -1.861
C2 2.833 3.941 -0.644
C3 3.244 5.199 -0.270
C4 2.863 5.741 0.964
C5 2.039 4.995 1.780
C6 1.625 3.699 1.439
C7 0.687 3.066 2.376
N1 0.313 1.850 2.353
N2 -0.635 1.484 3.305
C8 -1.243 0.378 2.938
O2 -1.084 -0.279 1.857
C9 -2.242 -0.153 3.932
C10 -2.440 0.462 5.168
C11 -3.358 -0.055 6.070
C12 -4.091 -1.193 5.750
C13 -3.892 -1.813 4.524
C14 -2.969 -1.295 3.624
C15 2.068 3.102 0.220
O3 1.837 1.886 -0.150
H1 2.652 2.954 -3.722
H2 1.372 3.669 -2.713
H3 1.881 1.998 -2.413
H4 3.862 5.757 -0.964
H5 3.187 6.732 1.254
H6 1.692 5.407 2.723
H7 0.259 3.705 3.152
H8 -1.860 1.345 5.400
H9 -3.500 0.429 7.029
H10 -4.805 -1.599 6.458
H11 -4.448 -2.708 4.272
H12 -2.782 -1.783 2.674
I1 0.555 -4.240 3.951
C16 1.890 -2.669 4.233
C17 2.590 -2.579 5.446
C18 3.474 -1.564 5.681
I2 4.497 -1.537 7.505
C19 3.687 -0.562 4.699
C20 4.570 0.533 4.838
C21 4.694 1.454 3.840
C22 3.916 1.304 2.679
N3 3.094 0.299 2.518
C23 2.968 -0.646 3.485
C24 2.051 -1.752 3.186
O4 1.471 -1.839 2.056
H13 2.423 -3.332 6.205
H14 5.145 0.632 5.750
H15 5.365 2.298 3.935
H16 3.958 2.035 1.876
Cl1 7.193 0.836 -0.681
C25 5.621 0.270 -1.175
C26 5.189 0.446 -2.473
C27 3.931 -0.029 -2.802
C28 3.162 -0.632 -1.818
N4 3.582 -0.788 -0.560
C29 4.797 -0.349 -0.251
H17 5.817 0.948 -3.197
H18 3.537 0.094 -3.804
H19 2.152 -0.968 -2.020
H20 5.126 -0.478 0.775
O5 0.234 -0.629 -0.974
P1 -1.202 -0.860 -1.381
C30 -1.872 -2.303 -0.531
C31 -0.810 -3.426 -0.476
C32 -1.451 -4.685 0.102
C33 -2.563 -5.240 -0.811
C34 -3.125 -4.161 -1.741
C35 -3.254 -2.821 -1.015
C36 -1.182 -1.161 -3.180
C37 -0.326 -0.112 -3.917
C38 0.150 -0.702 -5.253
C39 -0.928 -1.590 -5.905
C40 -2.323 -1.157 -5.463
C41 -2.512 -1.354 -3.947
C42 -2.148 0.594 -0.870
C43 -3.624 0.762 -1.317
C44 -3.762 1.873 -2.355
C45 -3.343 3.231 -1.769
C46 -2.151 3.096 -0.801
C47 -1.312 1.868 -1.137
H21 -1.943 -1.918 0.492
H22 0.022 -3.103 0.148
H23 -0.401 -3.644 -1.471
H24 -1.857 -4.430 1.086
H25 -0.688 -5.443 0.281
H26 -3.376 -5.644 -0.201
H27 -2.186 -6.073 -1.409
H28 -4.095 -4.470 -2.138
H29 -2.463 -4.041 -2.604
H30 -3.912 -2.950 -0.150
H31 -3.758 -2.104 -1.662
H32 -0.618 -2.103 -3.214
H33 0.520 0.210 -3.309
H34 -0.941 0.776 -4.099
H35 1.053 -1.293 -5.079
H36 0.432 0.109 -5.929
H37 -0.776 -2.635 -5.617
H38 -0.842 -1.560 -6.993
H39 -3.090 -1.715 -6.003
H40 -2.470 -0.104 -5.723
H41 -2.904 -2.354 -3.761
H42 -3.265 -0.651 -3.597
H43 -2.128 0.448 0.221
H44 -4.227 1.022 -0.442
H45 -4.053 -0.163 -1.692
H46 -4.792 1.925 -2.717
H47 -3.143 1.631 -3.227
H48 -4.197 3.677 -1.250
H49 -3.088 3.914 -2.583
H50 -2.503 3.004 0.230
H51 -1.531 3.994 -0.832
H52 -0.394 1.839 -0.552
H53 -1.000 1.925 -2.185

## Properties
**Kohn-Sham gap**: 6.728 eV
**Multiplicity**: 1
**Total charge**: -1
**LUMO energy**: 2.212 eV
**Relative energy (zero: lowest compared OMol25 entry of this formula, charge and spin)**: 0.0 kcal per mole

[2]
# C47H53Cl2N12ORbS2SeSi2

A structure of composition C47H53Cl2N12ORbS2SeSi2 at a distorted geometry (ωB97M-V/def2-TZVPD, the OMol25 dataset).

Atoms and positions in Å:
Rb1 -7.408 6.199 23.152
C1 -10.085 2.490 18.306
C2 -8.890 2.818 19.148
C3 -8.427 1.926 20.140
C4 -7.361 2.261 20.935
C5 -6.662 3.471 20.862
N1 -5.768 3.717 21.905
C6 -4.521 4.085 21.696
C7 -3.865 4.096 20.428
C8 -2.531 4.423 20.294
C9 -1.724 4.676 21.399
C10 -0.280 5.051 21.289
C11 -2.346 4.632 22.658
C12 -3.693 4.381 22.807
N2 -4.231 4.137 24.158
C13 -3.845 3.093 24.899
C14 -4.332 3.264 26.163
C15 -5.037 4.520 26.096
N3 -4.978 5.014 24.885
C16 -7.051 4.317 19.776
C17 -8.148 3.966 18.974
N4 -6.441 5.558 19.522
C18 -5.835 6.009 18.412
C19 -5.669 7.350 18.507
C20 -6.217 7.675 19.774
N5 -6.703 6.594 20.368
H1 -9.954 2.554 17.242
H2 -10.883 3.217 18.533
H3 -10.440 1.495 18.426
H4 -8.982 1.026 20.317
H5 -6.972 1.543 21.707
H6 -4.439 3.818 19.509
H7 -2.147 4.426 19.309
H8 -0.147 6.085 21.037
H9 0.244 4.495 20.497
H10 0.168 4.917 22.266
H11 -1.698 4.814 23.478
H12 -3.204 2.363 24.490
H13 -4.259 2.606 27.036
H14 -5.632 5.022 26.849
H15 -8.473 4.654 18.201
H16 -5.439 5.347 17.687
H17 -5.241 7.946 17.724
H18 -6.288 8.642 20.233
N6 -11.310 6.681 26.934
C21 -11.626 7.967 26.513
C22 -12.835 8.649 26.536
C23 -12.823 9.898 25.952
C24 -11.744 10.418 25.233
C25 -10.534 9.666 25.191
C26 -10.504 8.469 25.849
N7 -9.484 7.485 25.932
C27 -9.994 6.458 26.538
C28 -9.407 5.155 26.760
C29 -9.802 4.245 27.660
S1 -8.969 2.778 27.509
C30 -8.126 3.472 26.170
N8 -8.446 4.684 25.910
H19 -12.022 5.954 26.994
H20 -13.710 8.206 27.040
H21 -13.708 10.520 26.004
H22 -11.804 11.370 24.773
H23 -9.642 10.021 24.628
H24 -10.544 4.332 28.470
H25 -7.345 2.979 25.644
C31 -9.635 12.775 21.989
Si1 -7.938 13.399 22.364
C32 -8.042 15.273 22.729
C33 -6.778 13.321 20.808
C34 -7.210 12.584 23.853
C35 -6.906 13.287 25.025
C36 -6.423 12.633 26.170
C37 -6.292 11.265 26.103
N9 -6.586 10.559 25.054
C38 -6.996 11.178 23.916
S2 -7.223 10.194 22.523
H26 -10.160 13.425 21.267
H27 -10.229 12.732 22.939
H28 -9.625 11.759 21.586
H29 -8.188 15.814 21.808
H30 -7.111 15.704 23.163
H31 -8.841 15.526 23.424
H32 -7.287 13.790 20.002
H33 -6.582 12.283 20.530
H34 -5.799 13.786 20.977
H35 -7.114 14.340 25.049
H36 -6.235 13.150 27.102
H37 -5.960 10.697 26.939
O1 -9.251 3.222 23.343
H38 -10.036 3.574 22.873
H39 -8.603 3.069 22.656
Cl1 -4.542 6.551 29.550
C39 -5.004 7.369 28.068
Cl2 -6.769 7.325 27.712
H40 -4.485 6.909 27.219
H41 -4.701 8.393 28.210
Se1 -12.763 3.740 20.878
N10 -12.940 5.237 19.832
C40 -12.020 6.068 20.265
C41 -11.776 7.341 19.693
C42 -10.758 8.134 20.180
C43 -9.983 7.611 21.210
N11 -10.114 6.423 21.759
C44 -11.133 5.658 21.313
N12 -11.397 4.458 21.826
H42 -12.462 7.680 18.935
H43 -10.463 9.125 19.789
H44 -9.127 8.193 21.579
C45 -3.458 11.119 23.520
Si2 -4.239 9.377 23.192
C46 -3.796 8.239 24.686
C47 -3.392 8.617 21.670
H45 -2.358 11.085 23.455
H46 -3.780 11.560 24.458
H47 -3.811 11.764 22.713
H48 -2.777 8.461 24.967
H49 -3.798 7.160 24.418
H50 -4.442 8.428 25.575
H51 -2.316 8.680 21.807
H52 -3.659 9.129 20.766
H53 -3.651 7.550 21.590

## Properties
**Kohn-Sham gap (spin up / spin down)**: 4.028 / 4.073 eV
**Multiplicity**: 1
**Total charge**: -2
**LUMO energy (spin up / spin down)**: 3.363 / 3.363 eV
**Relative energy (zero: lowest compared OMol25 entry of this formula, charge and spin)**: 0.0 kcal per mole

[3]
# C47H54BBiBrN10S3

A structure of composition C47H54BBiBrN10S3 (ωB97M-V/def2-TZVPD, the OMol25 dataset).

Atoms and positions in Å:
Bi1 -2.719 1.295 0.532
C1 -1.323 -3.438 1.956
C2 -0.488 -2.843 0.868
C3 0.161 -3.618 -0.051
C4 0.926 -3.019 -1.074
N1 1.040 -1.718 -1.135
N2 0.448 -0.951 -0.216
B1 0.799 0.559 -0.451
N3 1.176 1.264 0.868
N4 2.189 0.527 1.349
C5 2.766 0.869 2.472
C6 2.376 2.056 3.126
C7 1.344 2.812 2.644
C8 0.909 4.066 3.330
C9 0.672 2.341 1.479
S1 -0.748 3.178 0.938
C10 3.827 -0.088 2.992
C11 4.450 0.415 4.292
C12 4.910 -0.246 1.922
C13 3.146 -1.443 3.240
N5 1.910 0.685 -1.543
N6 3.189 0.343 -1.587
C14 3.766 0.461 -2.765
C15 3.040 0.904 -3.908
C16 1.713 1.238 -3.850
C17 0.889 1.707 -5.001
C18 1.178 1.099 -2.562
S2 -0.389 1.347 -1.832
C19 5.233 0.096 -2.908
C20 5.996 1.322 -3.432
C21 5.830 -0.334 -1.573
C22 5.349 -1.061 -3.912
C23 -0.336 -1.432 0.759
S3 -1.100 -0.401 1.937
C24 1.710 -3.818 -2.101
C25 1.847 -3.028 -3.405
C26 3.103 -4.052 -1.492
C27 1.035 -5.161 -2.391
H1 -1.334 -4.523 1.878
H2 -2.347 -3.062 1.907
H3 -0.931 -3.161 2.935
H4 0.073 -4.695 -0.006
H5 2.888 2.364 4.027
H6 1.576 4.296 4.157
H7 -0.107 3.965 3.713
H8 0.906 4.907 2.635
H9 4.955 1.374 4.161
H10 5.200 -0.300 4.626
H11 3.714 0.510 5.094
H12 5.424 0.699 1.738
H13 4.479 -0.591 0.983
H14 5.653 -0.971 2.256
H15 2.342 -1.356 3.975
H16 3.878 -2.154 3.624
H17 2.732 -1.844 2.312
H18 3.562 0.963 -4.854
H19 1.422 1.579 -5.940
H20 0.646 2.765 -4.886
H21 -0.049 1.153 -5.056
H22 5.917 2.161 -2.739
H23 5.646 1.649 -4.412
H24 7.052 1.071 -3.534
H25 5.772 0.465 -0.834
H26 6.879 -0.588 -1.720
H27 5.322 -1.210 -1.168
H28 4.970 -0.799 -4.901
H29 4.811 -1.944 -3.559
H30 6.398 -1.332 -4.029
H31 2.370 -2.085 -3.248
H32 0.871 -2.813 -3.845
H33 2.417 -3.620 -4.121
H34 3.600 -3.101 -1.293
H35 3.717 -4.627 -2.186
H36 3.044 -4.613 -0.557
H37 0.005 -5.031 -2.730
H38 1.041 -5.827 -1.527
H39 1.580 -5.673 -3.184
C28 -3.508 3.001 4.678
C29 -4.268 2.047 5.333
C30 -4.630 0.890 4.659
C31 -4.221 0.702 3.348
N7 -3.473 1.635 2.728
C32 -3.127 2.756 3.374
C33 -4.637 -0.484 2.551
C34 -5.256 -1.581 3.126
C35 -5.680 -2.607 2.296
C36 -5.477 -2.507 0.932
C37 -4.822 -1.390 0.422
N8 -4.411 -0.411 1.236
C38 -4.585 -1.209 -1.039
C39 -4.829 -2.221 -1.958
C40 -4.653 -1.959 -3.309
C41 -4.232 -0.700 -3.701
C42 -3.983 0.242 -2.717
N9 -4.155 0.001 -1.419
H40 -3.215 3.923 5.158
H41 -4.591 2.202 6.354
H42 -5.246 0.155 5.152
H43 -2.525 3.462 2.819
H44 -5.415 -1.647 4.191
H45 -6.179 -3.472 2.711
H46 -5.842 -3.283 0.277
H47 -5.155 -3.200 -1.642
H48 -4.852 -2.730 -4.042
H49 -4.100 -0.447 -4.743
H50 -3.643 1.237 -2.981
Br1 -6.697 7.050 -0.778
C43 -5.645 5.574 -0.349
C44 -6.135 4.580 0.493
C45 -5.319 3.510 0.790
N10 -4.077 3.386 0.302
C46 -3.618 4.340 -0.519
C47 -4.360 5.449 -0.865
H51 -7.131 4.641 0.908
H52 -5.670 2.719 1.443
H53 -2.611 4.211 -0.901
H54 -3.945 6.201 -1.522

## Properties
**Kohn-Sham gap**: 7.505 eV
**Multiplicity**: 1
**Total charge**: +3
**LUMO energy**: -7.890 eV
**Relative energy (zero: lowest compared OMol25 entry of this formula, charge and spin)**: 0.0 kcal per mole

[4]
# C47H54BCaN9P2S3Se2

A structure of composition C47H54BCaN9P2S3Se2 at a distorted geometry (ωB97M-V/def2-TZVPD, the OMol25 dataset).

Atoms and positions in Å:
Ca1 0.414 -0.097 -0.088
C1 0.894 -3.243 5.185
C2 1.104 -2.754 3.744
C3 2.245 -1.743 3.744
C4 1.489 -3.918 2.823
N1 -0.174 -2.202 3.272
C5 -1.299 -2.999 3.242
C6 -2.316 -2.259 2.763
N2 -1.843 -1.005 2.475
B1 -2.784 0.040 1.829
N3 -3.143 -0.312 0.366
C7 -4.208 0.326 -0.213
C8 -4.375 -0.166 -1.454
N4 -3.414 -1.129 -1.662
C9 -2.651 -1.193 -0.536
S1 -1.337 -2.208 -0.238
C10 -3.424 -1.894 -2.917
C11 -4.734 -2.695 -2.958
C12 -2.252 -2.857 -3.049
C13 -3.353 -0.910 -4.091
N5 -2.217 1.476 1.941
C14 -2.232 2.114 3.153
C15 -1.668 3.328 3.003
N6 -1.310 3.466 1.680
C16 -1.622 2.300 1.050
S2 -1.343 1.915 -0.570
C17 -0.662 4.700 1.216
C18 -1.533 5.886 1.657
C19 0.727 4.777 1.861
C20 -0.505 4.774 -0.299
C21 -0.526 -0.978 2.784
S3 0.451 0.384 2.618
H1 1.828 -3.630 5.582
H2 0.150 -4.033 5.238
H3 0.570 -2.416 5.814
H4 3.128 -2.217 4.165
H5 2.004 -0.872 4.343
H6 2.486 -1.414 2.734
H7 2.467 -4.296 3.111
H8 1.539 -3.574 1.788
H9 0.776 -4.736 2.881
H10 -1.280 -4.025 3.544
H11 -3.336 -2.528 2.580
H12 -3.804 0.022 2.453
H13 -4.754 1.088 0.303
H14 -5.094 0.096 -2.200
H15 -4.787 -3.376 -2.110
H16 -4.777 -3.282 -3.872
H17 -5.601 -2.040 -2.933
H18 -2.246 -3.590 -2.249
H19 -1.317 -2.306 -3.035
H20 -2.332 -3.376 -4.002
H21 -4.218 -0.254 -4.134
H22 -3.306 -1.473 -5.020
H23 -2.451 -0.309 -4.007
H24 -2.624 1.641 4.028
H25 -1.479 4.087 3.731
H26 -1.581 5.977 2.738
H27 -2.543 5.772 1.269
H28 -1.118 6.811 1.264
H29 0.659 4.834 2.945
H30 1.248 5.661 1.500
H31 1.311 3.894 1.599
H32 -1.454 4.617 -0.802
H33 0.203 4.031 -0.657
H34 -0.131 5.761 -0.562
Se1 3.942 0.129 -6.694
P1 1.964 0.154 -5.980
C22 1.269 1.833 -6.154
C23 2.174 2.841 -5.826
C24 1.761 4.156 -5.756
C25 0.442 4.481 -6.016
C26 -0.452 3.490 -6.376
C27 -0.046 2.169 -6.439
C28 0.994 -1.270 -6.593
C29 1.668 -2.478 -6.429
C30 0.998 -3.678 -6.577
C31 -0.348 -3.682 -6.893
C32 -1.006 -2.487 -7.115
C33 -0.341 -1.282 -6.968
C34 1.563 -0.110 -4.237
C35 2.021 -0.227 -2.921
N7 0.918 -0.371 -2.163
N8 -0.135 -0.332 -2.939
N9 0.219 -0.182 -4.174
P2 3.585 -0.156 -2.043
Se2 3.395 -0.022 0.060
C36 4.494 -1.649 -2.552
C37 4.875 -1.803 -3.879
C38 5.392 -3.008 -4.316
C39 5.536 -4.062 -3.428
C40 5.195 -3.899 -2.094
C41 4.665 -2.698 -1.654
C42 4.310 1.382 -2.684
C43 5.583 1.498 -3.220
C44 6.049 2.747 -3.600
C45 5.262 3.873 -3.424
C46 3.994 3.759 -2.875
C47 3.516 2.516 -2.511
H35 3.208 2.590 -5.622
H36 2.464 4.932 -5.491
H37 0.109 5.503 -5.927
H38 -1.479 3.746 -6.592
H39 -0.771 1.416 -6.686
H40 2.720 -2.473 -6.168
H41 1.513 -4.614 -6.421
H42 -0.886 -4.616 -6.956
H43 -2.054 -2.492 -7.375
H44 -0.884 -0.370 -7.126
H45 4.758 -0.984 -4.572
H46 5.671 -3.117 -5.354
H47 5.904 -5.014 -3.779
H48 5.331 -4.715 -1.397
H49 4.382 -2.568 -0.616
H50 6.202 0.622 -3.344
H51 7.036 2.834 -4.029
H52 5.638 4.841 -3.719
H53 3.381 4.636 -2.724
H54 2.521 2.418 -2.082

## Properties
**Kohn-Sham gap**: 7.930 eV
**Multiplicity**: 1
**Total charge**: 0
**LUMO energy**: 0.541 eV
**Relative energy (zero: lowest compared OMol25 entry of this formula, charge and spin)**: 3.3 kcal per mole